No. 1
A cluster of 4 separate species, C27H62N5O in total, computed with the ωB97M-V functional and the def2-TZVPD basis.

Properties
**LUMO**: -3.0 eV
**HOMO-LUMO gap**: 6.326 eV
**Total charge**: +1
**HOMO level**: -9.362 eV
**DFT total energy**: -38494.6817 eV

Each line ends with the Mulliken charge.
Cartesian coordinates (Å):
C  -1.375309  0.381599  -0.930020  -0.862
C  -1.836422  0.498965  -2.443040  0.281
C  -0.609926  0.329525  -3.469625  -1.320
C  -3.081610  -0.390057  -2.817521  0.327
C  -4.301688  0.087947  -1.889962  -1.291
C  -2.900565  -1.925448  -2.516868  -0.699
O  -1.838479  -2.563104  -3.261511  -0.426
C  -0.769698  -2.906623  -2.520549  0.803
C  -0.531750  -3.181991  -1.136852  -0.831
N  0.832922  -3.520836  -1.025055  0.030
C  1.393768  -3.494685  -2.268232  -0.277
N  0.456685  -3.110972  -3.185001  0.150
H  -1.775140  -0.514416  -0.392211  -0.183
H  -1.678098  1.330689  -0.402624  0.380
H  -0.247942  0.374398  -0.880329  0.291
H  -2.166086  1.569759  -2.579764  0.698
H  0.302749  -0.010829  -2.909916  0.202
H  -0.359469  1.346380  -3.887228  0.412
H  -0.879012  -0.323793  -4.336475  0.120
H  -3.383675  -0.232079  -3.882478  0.559
H  -5.247853  0.071563  -2.485368  0.351
H  -4.111462  1.091389  -1.435321  0.348
H  -4.439518  -0.663354  -1.056374  0.278
H  -3.861077  -2.421483  -2.842939  0.331
H  -2.859466  -2.048050  -1.407238  -0.030
H  -1.316124  -3.112679  -0.352267  0.488
H  1.260190  -3.736003  -0.126903  0.261
H  2.453246  -3.751391  -2.475578  0.429
H  0.630459  -3.024736  -4.193915  0.188
C  0.853031  -0.073843  -7.806403  -1.381
C  2.203411  -0.476313  -7.228368  -0.430
N  2.326536  -1.903475  -6.954650  0.352
C  3.512567  -2.235141  -6.172162  -0.617
C  4.882526  -1.986585  -6.804585  -1.226
C  2.047942  -2.799077  -8.072950  -0.729
C  2.894046  -2.642524  -9.337945  -1.031
H  0.034710  -0.377238  -7.148497  0.245
H  0.809571  1.011603  -7.915951  0.434
H  0.684292  -0.504415  -8.794830  0.343
H  2.326683  0.070531  -6.288124  0.424
H  2.992259  -0.122521  -7.903168  0.245
H  3.454029  -3.285117  -5.861301  0.356
H  3.464555  -1.663180  -5.236369  0.388
H  5.126555  -2.743891  -7.548125  0.258
H  5.656387  -2.041043  -6.034355  0.413
H  4.956261  -1.002179  -7.267938  0.288
H  0.996395  -2.680584  -8.350912  0.423
H  2.116082  -3.836170  -7.728835  0.342
H  3.043622  -1.598305  -9.616343  0.253
H  2.392499  -3.132170  -10.176538  0.375
H  3.868316  -3.117670  -9.233686  0.284
C  -1.005609  -0.673601  6.481881  -1.271
C  -1.968607  -0.507213  5.312690  -0.478
N  -1.324638  -0.526194  4.002487  0.348
C  -2.213874  -0.113428  2.924706  -0.732
C  -3.425495  -0.999347  2.621860  -0.971
C  -0.493835  -1.683699  3.710369  -0.692
C  -1.151762  -3.066464  3.759510  -1.060
H  -0.227817  0.092891  6.465588  0.146
H  -1.550210  -0.576940  7.423213  0.436
H  -0.529185  -1.656149  6.484543  0.348
H  -2.464733  0.459229  5.442429  0.436
H  -2.749159  -1.275165  5.391320  0.289
H  -1.630443  0.011594  2.005913  0.322
H  -2.582187  0.891326  3.159612  0.403
H  -3.140385  -1.903790  2.082101  0.098
H  -4.124129  -0.456075  1.978979  0.352
H  -3.970472  -1.285299  3.522113  0.349
H  0.348267  -1.684141  4.409117  0.383
H  -0.024526  -1.550265  2.728609  0.384
H  -1.812683  -3.186515  4.618563  0.265
H  -0.379367  -3.837821  3.835538  0.411
H  -1.719018  -3.277301  2.852425  0.214
C  0.959016  2.475652  4.797460  -1.286
C  1.067860  3.974366  5.045154  -0.467
N  0.135559  4.473175  6.045160  0.129
C  0.069935  5.930005  6.089597  -0.670
C  1.327449  6.688042  6.520513  -0.966
C  0.173221  3.812441  7.342844  -0.431
C  1.498455  3.821318  8.109208  -1.054
H  -0.054959  2.194349  4.503282  0.270
H  1.634067  2.187199  3.988014  0.481
H  1.242004  1.892262  5.675956  0.212
H  0.859669  4.474035  4.093950  0.472
H  2.108453  4.211978  5.303385  0.245
H  -0.761723  6.231609  6.734241  0.348
H  -0.210251  6.282408  5.090349  0.401
H  1.483242  6.632229  7.597304  0.225
H  1.218529  7.747189  6.272792  0.396
H  2.225972  6.328691  6.016403  0.271
H  -0.131722  2.769881  7.204050  0.086
H  -0.607614  4.233943  7.983195  0.388
H  2.356213  3.613897  7.467085  0.242
H  1.479331  3.048938  8.883197  0.405
H  1.665232  4.770390  8.616496  0.301

Force components x, y, z for each atom (eV/Å):
C 0.288 0.737 -0.356
C 0.520 0.265 -0.730
C -0.379 0.690 0.463
C -0.086 0.392 1.211
C 0.165 -1.041 -0.273
C -2.277 1.035 -0.177
O 1.240 -0.205 1.443
C 0.926 -0.499 1.083
C -0.850 0.713 -2.334
N -1.326 0.506 -2.063
C -0.222 0.069 0.717
N 0.161 -0.505 1.873
H 0.289 0.828 -0.384
H 0.140 -1.220 -0.227
H -1.142 -0.176 0.019
H 0.130 -1.176 0.121
H -0.770 -0.002 -0.772
H -0.163 -1.086 0.362
H 0.403 0.391 0.782
H 0.531 -0.191 0.773
H 0.736 0.239 0.606
H -0.264 -0.862 -0.534
H 0.070 0.923 -0.659
H 1.116 0.312 0.295
H 0.490 -0.197 -0.954
H 1.366 -0.244 -0.448
H 0.215 -0.021 -0.570
H -1.103 0.331 0.089
H -0.137 0.073 0.521
C 0.003 -0.053 -0.059
C -0.133 0.073 -0.158
N -0.153 -0.298 0.551
C 0.029 0.117 0.172
C 0.208 -0.133 0.074
C -0.274 0.022 -0.264
C 0.045 -0.164 -0.138
H 0.038 -0.055 -0.039
H 0.032 -0.054 0.014
H -0.026 0.010 0.046
H 0.168 -0.178 0.044
H 0.038 0.089 -0.023
H -0.086 -0.037 -0.187
H -0.079 0.138 -0.095
H -0.019 0.085 -0.048
H -0.039 0.017 -0.023
H -0.048 -0.038 0.009
H 0.050 0.137 0.073
H 0.129 0.115 0.173
H -0.015 -0.011 0.043
H 0.010 0.032 0.054
H 0.034 0.115 -0.026
C 0.065 -0.061 -0.056
C 0.148 -0.085 0.142
N 0.005 0.174 -0.299
C -0.049 0.204 0.077
C -0.106 0.036 -0.260
C 0.175 -0.029 0.317
C 0.151 -0.209 -0.152
H -0.016 -0.059 -0.071
H -0.008 -0.008 -0.071
H 0.016 0.040 0.018
H -0.022 -0.025 -0.261
H -0.100 -0.020 0.074
H 0.127 -0.087 0.105
H 0.056 -0.063 0.141
H -0.037 -0.073 0.097
H 0.014 0.008 0.043
H 0.047 -0.017 -0.030
H -0.112 0.058 0.061
H -0.162 0.193 -0.029
H 0.003 0.036 -0.032
H -0.029 0.033 0.038
H -0.137 -0.011 0.090
C -0.032 -0.012 0.031
C 0.039 -0.172 0.101
N -0.280 0.205 -0.020
C -0.075 0.100 -0.193
C 0.003 0.197 0.104
C -0.002 -0.326 -0.010
C 0.018 -0.041 0.240
H 0.025 -0.012 0.085
H -0.014 0.029 0.032
H -0.023 0.005 -0.028
H -0.056 0.189 0.152
H 0.121 0.001 -0.068
H 0.040 -0.178 0.052
H 0.050 -0.160 -0.027
H 0.081 -0.046 -0.038
H -0.007 -0.048 -0.008
H -0.035 -0.022 0.022
H 0.048 0.039 -0.123
H 0.023 0.168 -0.178
H -0.035 0.021 -0.024
H -0.006 0.027 -0.042
H 0.101 -0.003 -0.076

=====

No. 2
A structure of composition C27H63BaCuN4O17, computed with the ωB97M-V functional and the def2-TZVPD basis.

Properties
**LUMO**: -1.1 eV
**HOMO-LUMO gap**: 5.617 eV
**HOMO level**: -6.737 eV
**DFT total energy**: -115115.1826 eV

Each line ends with the Mulliken charge.
Cartesian coordinates (Å):
Cu  0.708224  0.247760  0.468589  1.877
Ba  5.323141  0.775443  0.731709  1.741
O  -1.953605  -3.302809  1.995280  -0.554
C  -1.037829  -2.460385  2.268509  0.435
O  -1.303075  -1.314857  1.754334  -0.390
O  -0.029495  -2.748241  2.985321  -0.779
H  -2.556405  -2.655980  1.621314  0.177
O  2.016931  2.733122  -1.769865  -0.510
C  2.892314  2.216388  -0.870877  0.440
O  3.947397  2.701316  -0.695615  -0.583
O  2.654363  1.196517  -0.209820  -1.086
H  2.622006  3.395222  -2.112080  0.304
O  1.749855  -0.206756  2.697899  -0.083
C  2.626557  -0.559156  3.588263  0.548
O  3.798738  -0.138806  3.410541  -0.849
O  2.331426  -1.414629  4.394897  -0.668
H  1.238278  -0.857115  3.184649  -0.077
C  -3.486969  3.921295  0.456951  -0.816
O  -3.247417  2.545073  0.163023  -0.324
C  -2.919774  1.608268  1.220341  0.199
C  -1.618610  2.190531  1.955080  -0.467
N  -0.563108  2.524867  0.966288  0.045
C  0.419532  3.489922  1.509294  -0.666
C  0.088753  4.562053  2.583389  -0.851
O  -0.435741  3.928937  3.773360  -0.237
C  -0.801100  4.882671  4.757379  -0.903
H  -4.572290  4.007253  0.404136  0.338
H  -3.174200  4.585809  -0.348465  0.242
H  -3.259557  4.237179  1.475092  0.285
H  -2.696183  0.598351  0.876601  -0.553
H  -3.777849  1.638270  1.891839  0.538
H  -1.276912  1.517565  2.741507  0.315
H  -1.916318  3.084382  2.503257  0.172
H  -0.855699  2.814571  0.044026  0.137
H  0.729186  3.999369  0.596790  0.338
H  1.164772  2.746464  1.792134  0.160
H  -0.714660  5.201105  2.216973  0.363
H  0.924204  5.217267  2.829974  0.482
H  -1.296173  4.481789  5.641845  0.266
H  -1.444159  5.693310  4.414692  0.342
H  0.110632  5.454978  4.928598  0.323
C  6.244618  -0.447689  -2.753450  -0.846
O  6.546864  0.650627  -1.806571  -0.140
C  7.917339  1.037014  -1.631271  -0.502
C  7.954842  2.496289  -1.198219  -1.021
N  7.325744  2.662629  0.134650  -0.063
C  7.182784  4.095444  0.510235  -0.873
C  6.469267  4.145905  1.925255  -0.731
O  5.380554  3.281322  2.310138  -0.323
C  4.170750  3.892677  2.694635  -0.960
H  5.174859  -0.645314  -2.685159  0.172
H  6.692378  -1.401721  -2.475216  0.381
H  6.571397  -0.183418  -3.759176  0.353
H  8.451311  1.104670  -2.579110  0.397
H  8.542623  0.401446  -1.004238  0.346
H  7.395747  3.049538  -1.952819  0.372
H  8.970442  2.890505  -1.162868  0.466
H  7.896289  2.131870  0.777195  0.377
H  6.573659  4.687217  -0.173056  0.410
H  8.142070  4.601647  0.618090  0.426
H  6.277205  5.168577  2.249851  0.478
H  7.388138  4.021127  2.498148  0.395
H  4.292284  4.484129  3.602108  0.483
H  3.472557  3.086648  2.920372  0.222
H  3.819362  4.625089  1.967858  0.423
C  4.314116  -3.739682  -2.926983  -0.829
O  3.507506  -2.989677  -1.948307  -0.238
C  2.879083  -3.865972  -0.934063  -0.663
C  2.225910  -2.902247  0.072110  -0.677
N  1.570073  -1.760861  -0.671956  0.351
C  0.308972  -2.226781  -1.209714  -0.556
C  -0.340681  -1.159872  -2.166595  -1.116
O  -0.725706  -0.054240  -1.321274  0.364
C  -1.411276  0.914133  -2.125667  -1.005
H  4.995860  -3.066690  -3.446979  0.166
H  3.634763  -4.336513  -3.535572  0.335
H  4.886245  -4.535389  -2.449874  0.352
H  3.723015  -4.323827  -0.418084  0.479
H  2.226505  -4.616594  -1.379930  0.406
H  2.888083  -2.413748  0.786950  0.130
H  1.484764  -3.362504  0.725531  0.320
H  2.162851  -1.524235  -1.454720  0.057
H  -0.314852  -2.288777  -0.318032  0.158
H  0.397353  -3.168687  -1.751099  0.310
H  -1.182518  -1.631798  -2.673237  0.412
H  0.413422  -0.686609  -2.795431  0.510
H  -2.407408  0.571923  -2.406245  0.275
H  -0.924629  1.196610  -3.059197  0.361
H  -1.694141  1.886649  -1.722803  0.157
C  -4.116316  -1.696301  -0.585083  -0.511
O  -5.209299  -2.422844  -0.966036  -0.361
C  -5.479921  -3.504498  -0.073877  -0.648
C  -6.576567  -4.267105  -0.895104  -0.451
N  -7.845188  -3.499331  -0.894610  -0.331
C  -8.651824  -3.960134  -1.992937  -0.579
C  -9.245136  -5.327914  -1.838414  -0.490
O  -10.171694  -5.660875  -2.882668  -0.387
C  -11.412987  -5.054945  -2.826310  -0.734
H  -3.233905  -1.984749  -1.156254  0.269
H  -3.715615  -1.775611  0.425487  0.066
H  -4.149770  -0.606962  -0.603436  0.309
H  -5.653064  -3.159668  0.945544  0.338
H  -4.524366  -4.028054  -0.043590  0.409
H  -6.779291  -5.259547  -0.492535  0.366
H  -6.114891  -4.396097  -1.874034  0.286
H  -7.853085  -2.503711  -0.724989  0.267
H  -8.057362  -3.863792  -2.901469  0.254
H  -9.505356  -3.285780  -2.062456  0.477
H  -9.709372  -5.403750  -0.855142  0.354
H  -8.520213  -6.103776  -2.084612  0.266
H  -11.695680  -4.921010  -1.782163  0.332
H  -12.232830  -5.559658  -3.337423  0.266
H  -11.425840  -4.043041  -3.231242  0.265

Force components x, y, z for each atom (eV/Å):
Cu 0.010 -0.161 0.198
Ba -2.498 0.377 0.914
O -2.853 -3.711 -0.309
C 5.222 3.388 2.322
O 0.602 0.949 -0.338
O -1.760 0.074 -1.689
H -0.910 -0.326 -0.562
O 0.394 -0.268 0.410
C -3.623 -3.103 0.547
O 6.815 4.812 -0.411
O -2.400 -2.570 0.625
H -0.403 0.781 -0.755
O -2.285 1.195 -1.566
C 5.731 -0.686 0.731
O 2.460 1.803 -1.188
O -1.125 -0.676 1.677
H -3.967 -1.240 -0.997
C -1.844 -1.077 0.224
O 0.825 -0.561 -0.932
C 1.627 2.466 1.054
C -1.822 -0.348 -1.130
N -0.551 -0.251 1.254
C 0.512 -0.834 -0.534
C -1.557 -1.456 0.179
O 0.094 0.327 -0.012
C 0.842 0.921 -0.727
H -0.397 0.262 0.145
H 0.840 -0.198 0.207
H 0.682 0.056 -0.204
H -0.235 0.235 -0.561
H 0.145 -0.462 0.406
H 0.288 -0.325 -0.377
H -0.157 -0.074 -0.238
H -0.824 0.025 0.368
H 0.664 0.348 0.253
H 0.871 0.972 0.780
H -0.104 0.294 -0.334
H 0.426 -0.180 -0.058
H 0.579 -0.501 -0.173
H -0.669 -0.199 -0.698
H 0.260 -0.053 1.100
C 0.356 0.489 0.826
O 0.247 -1.166 -0.128
C 0.301 1.038 -1.145
C -0.740 -0.324 0.826
N -0.364 0.843 -1.320
C -2.060 -0.795 1.229
C 1.340 0.843 0.492
O 2.116 -0.358 -1.488
C -0.290 0.743 0.528
H -0.054 0.503 -0.184
H 0.504 0.149 0.260
H -0.168 0.139 0.057
H -0.148 -0.608 -0.433
H -0.413 -0.445 0.384
H -0.126 0.171 0.234
H 0.268 -0.179 -0.279
H 0.518 0.515 0.557
H 0.076 -0.707 -0.656
H 0.108 0.029 0.105
H -0.605 0.259 -0.629
H -0.384 -1.193 1.191
H 0.275 -0.157 0.349
H -0.093 0.117 -0.303
H -0.232 -0.426 -0.483
C -1.305 -0.286 1.602
O 0.769 -1.391 -0.624
C 1.467 1.557 0.294
C -0.785 1.452 -0.779
N 0.054 -0.618 0.695
C -0.857 1.430 -0.591
C 1.169 -0.231 2.312
O -0.924 0.757 -0.794
C -0.962 0.315 -0.531
H -0.451 -0.016 -0.146
H -0.028 0.530 -0.719
H 0.440 0.244 0.487
H -0.149 -0.610 0.004
H -0.081 0.172 -0.110
H 0.636 -0.366 -0.211
H -0.146 -0.211 -0.165
H 0.299 0.133 0.064
H -0.600 -0.488 -0.287
H -0.151 -0.267 -0.046
H -0.088 0.378 -0.242
H 0.019 -0.652 -0.808
H -0.069 -0.681 -0.109
H 0.659 -0.506 -0.104
H 0.729 -0.264 1.274
C 2.603 1.081 0.473
O -1.153 0.692 0.568
C 0.164 -0.482 -1.910
C 0.296 1.415 2.278
N 0.485 -1.848 0.406
C -0.535 1.684 -0.164
C 0.009 -0.948 -1.218
O 0.163 -0.352 -0.415
C -0.684 1.333 0.799
H 0.175 -0.031 -0.462
H -0.687 -0.759 0.567
H -0.906 0.174 -0.805
H -0.735 0.013 -0.029
H -0.145 -0.845 0.209
H 0.068 -0.024 0.137
H -0.234 0.143 -0.379
H 0.624 -0.240 -0.414
H -0.230 -0.277 -0.565
H -0.053 0.233 -0.236
H 0.031 -0.313 0.159
H 0.367 -0.020 1.007
H -0.349 -0.139 0.294
H 0.491 -0.655 -0.090
H 0.251 0.275 -0.267